[1]
The following is a quantum chemistry calculation of a 2-piece molecular cluster, C3H4O2 overall, from the Open Molecules 2025 dataset.

The geometry in ORCA input format:
```
! wB97M-V def2-TZVPD RIJCOSX def2/J DEFGRID3
* xyz 0 1
C 2.503 0.085 -0.045
C 1.126 -0.204 -0.234
C -0.150 0.070 0.493
O 3.354 0.908 -0.132
O 2.144 -1.141 0.210
H 0.565 -0.463 -1.799
H 0.142 0.584 1.469
H -0.834 -0.794 0.428
H -0.665 0.718 -0.230
*
```

---

[2]
The following is a quantum chemistry calculation of C3H4O2 as an isolated structure, from the Open Molecules 2025 dataset.

The geometry in ORCA input format:
```
! wB97M-V def2-TZVPD RIJCOSX def2/J DEFGRID3
* xyz 0 1
C 0.865 -0.270 0.110
C 0.227 -1.343 0.616
C -0.444 0.163 -0.378
O -1.059 -0.969 0.162
O -0.811 0.672 -1.538
H 1.842 0.157 0.111
H 0.407 -2.241 1.162
H -0.756 1.748 0.952
H -1.760 0.546 -1.682
*
```

---

[3]
The following is a quantum chemistry calculation of a 2-piece molecular cluster, C3H4O2S overall, from the Open Molecules 2025 dataset.

Summary:
SMILES ... O=C=CC=O.S

The geometry in ORCA input format:
```
! wB97M-V def2-TZVPD RIJCOSX def2/J DEFGRID3
* xyz 0 1
C 2.279 -0.468 0.262
C 1.062 1.116 -0.994
C 1.568 -0.175 -0.777
O 0.015 1.427 -1.466
O 2.959 -0.758 1.129
S -2.944 -0.452 1.081
H 1.185 -0.993 -1.250
H 1.621 1.923 -0.554
H -3.739 -0.399 2.122
H -4.005 -1.220 0.445
*
```

---

[4]
The following is a quantum chemistry calculation of C3H4O2Sm as an isolated structure, from the Open Molecules 2025 dataset.

Summary:
⟨S²⟩ ... 12.0088

The geometry in ORCA input format:
```
! wB97M-V def2-TZVPD RIJCOSX def2/J DEFGRID3
* xyz 0 7
H 1.003 -1.137 -0.497
O -0.345 -0.478 0.916
O 0.083 1.497 0.259
C 1.074 -0.578 0.535
C 1.416 0.900 0.405
C -0.861 0.626 0.462
H 1.581 -1.057 1.378
H 1.890 1.338 1.288
H 2.003 1.157 -0.481
Sm -3.493 0.562 -1.288
*
```

---

[5]
The following is a quantum chemistry calculation of C3H4O2Tl as an isolated structure, from the Open Molecules 2025 dataset.

Summary:
⟨S²⟩ ... 0.7575

The geometry in ORCA input format:
```
! wB97M-V def2-TZVPD RIJCOSX def2/J DEFGRID3
* xyz 2 2
H -1.955 -1.215 0.797
O 1.122 -0.024 -0.185
O 0.278 1.083 1.611
C -0.118 -0.259 -0.674
C -0.087 -0.679 -2.064
C 1.183 0.718 0.939
H -0.841 -1.470 -2.202
H -0.499 0.178 -2.636
H 0.908 -0.919 -2.457
Tl -1.694 0.501 0.679
*
```

---

[6]
The following is a quantum chemistry calculation of C3H4O3 as an isolated structure, from the Open Molecules 2025 dataset.

The geometry in ORCA input format:
```
! wB97M-V def2-TZVPD RIJCOSX def2/J DEFGRID3
* xyz 0 1
O 0.363 -0.933 -1.773
C 0.006 -0.361 -0.805
C -0.405 0.239 0.287
O 0.409 0.937 1.174
C 1.708 0.767 1.058
O 2.185 0.027 0.226
H -2.310 -1.221 -1.525
H -1.452 0.366 0.489
H -2.786 -1.175 -0.894
H 2.281 1.354 1.763
*
```

---

[7]
The following is a quantum chemistry calculation of a 2-piece molecular cluster, C3H4O3 overall, from the Open Molecules 2025 dataset.

Summary:
SMILES ... O=C=CO.C=O

The geometry in ORCA input format:
```
! wB97M-V def2-TZVPD RIJCOSX def2/J DEFGRID3
* xyz 0 1
C -0.838 -1.225 0.134
C 1.094 1.561 1.229
C -0.980 -1.355 -1.180
O -0.487 -1.165 1.268
O 1.250 1.215 0.123
O -0.406 -0.518 -2.079
H 0.325 1.146 1.929
H 1.595 2.393 1.741
H -1.476 -2.217 -1.687
H -0.077 0.164 -1.476
*
```

---

[8]
The following is a quantum chemistry calculation of C3H4O3Pr as an isolated structure, from the Open Molecules 2025 dataset.

Summary:
⟨S²⟩ ... 2.4785

The geometry in ORCA input format:
```
! wB97M-V def2-TZVPD RIJCOSX def2/J DEFGRID3
* xyz 1 3
C 1.812 -0.636 -0.665
C 1.068 -0.842 0.561
H 1.294 -0.780 -1.628
H 1.240 -1.751 1.150
H 2.875 -0.923 -0.600
O -1.052 1.759 0.064
C -1.534 0.615 0.225
O -0.867 -0.370 0.667
O -2.824 0.376 0.061
Pr 1.160 1.609 0.802
H -3.173 0.942 -0.638
*
```

---

[9]
The following is a quantum chemistry calculation of C3H4O3S as an isolated structure, from the Open Molecules 2025 dataset.

The geometry in ORCA input format:
```
! wB97M-V def2-TZVPD RIJCOSX def2/J DEFGRID3
* xyz 0 1
C -1.091 -0.530 -0.310
C -0.551 0.884 -0.399
C -0.264 -0.149 0.874
O 1.919 -1.245 -0.638
O 2.349 0.469 1.012
O 0.750 0.994 -0.856
S 1.451 -0.142 0.114
H -2.110 -0.645 -0.208
H -0.960 -1.389 -1.023
H -1.009 1.875 -0.428
H -0.484 -0.122 1.863
*
```

---

[10]
The following is a quantum chemistry calculation of C3H4O4 as an isolated structure, from the Open Molecules 2025 dataset.

The geometry in ORCA input format:
```
! wB97M-V def2-TZVPD RIJCOSX def2/J DEFGRID3
* xyz 0 1
C -0.438 1.024 -0.454
C 0.803 0.101 -0.464
C -0.554 -0.626 0.822
O -0.880 1.737 -1.297
O -1.125 0.591 0.678
O 1.129 -0.500 -1.598
O -0.145 -0.894 2.066
H 1.747 0.432 0.007
H -0.952 -1.438 0.275
H 0.630 -0.507 -2.400
H -0.215 0.080 2.363
*
```

---

[11]
The following is a quantum chemistry calculation of C3H4O4Pb as an isolated structure, from the Open Molecules 2025 dataset.

The geometry in ORCA input format:
```
! wB97M-V def2-TZVPD RIJCOSX def2/J DEFGRID3
* xyz 0 1
C -2.120 0.717 -0.276
C -0.977 0.050 -0.429
O 0.211 0.754 -0.300
C 1.330 0.103 -0.014
O 1.362 -1.154 0.088
O 2.362 0.797 0.197
O -3.312 0.114 -0.488
Pb 3.487 -1.001 0.718
H -2.129 1.771 0.014
H -0.900 -0.994 -0.729
H -4.030 0.749 -0.417
H 4.716 -1.905 1.635
*
```

---

[12]
The following is a quantum chemistry calculation of C3H4O4V as an isolated structure, from the Open Molecules 2025 dataset.

Summary:
⟨S²⟩ ... 6.0821

The geometry in ORCA input format:
```
! wB97M-V def2-TZVPD RIJCOSX def2/J DEFGRID3
* xyz -1 5
C -2.371 -0.213 -0.121
C -0.975 0.173 -0.128
O -0.297 -0.347 -1.246
C 0.997 0.022 -1.499
O 1.394 -0.196 -2.640
O 1.644 0.569 -0.559
O -3.234 0.752 0.286
V 1.857 1.103 1.265
H -2.744 -0.996 -0.786
H -0.373 -0.134 0.936
H -4.131 0.548 0.009
H -0.783 1.254 -0.004
*
```

---

no.,largest force on an atom (hartree/bohr),electronic energy (Eh)
1,0.10769,-267.044230
2,0.05893,-266.983248
3,0.05399,-665.311222
4,0.04823,-924.947467
5,0.08965,-438.657042
6,0.05888,-342.343100
7,0.07582,-342.326713
8,0.05022,-859.061871
9,0.11687,-740.501820
10,0.09334,-417.586200
11,0.09931,-610.383837
12,0.05309,-1361.518425